1.
15
Properties=species:S:1:pos:R:3:forces:R:3 method="wB97M-V/def2-TZVPD" homo_lumo_gap_ev=8.632 max_force_ha_per_bohr=0.0070 relative_energy_ev=4.154 e_tot_ev=-9302.2387
O -2.0880 -1.7181 -0.9693 0.27 0.21 0.11
C -1.1557 -1.1002 -0.5052 0.12 0.05 -0.04
N -1.0663 0.3459 -0.9107 0.18 -0.03 -0.06
C 0.0276 1.0390 -0.6148 -0.10 -0.17 0.13
C 0.4721 0.9147 0.7995 0.04 -0.02 -0.10
C 0.4320 -0.6135 1.1961 0.08 0.07 0.11
N -0.0447 -1.4999 0.1460 -0.21 0.11 -0.15
H -1.5311 0.5158 -1.7970 0.03 -0.05 0.13
H 1.2368 -0.0929 -1.1652 0.03 0.14 -0.05
H 0.3066 1.8904 -1.2354 -0.08 -0.23 0.09
H -0.2488 1.4678 1.4142 0.07 -0.09 -0.14
H 1.4557 1.3713 0.9428 -0.16 -0.13 -0.04
H -0.1947 -0.7267 2.0860 0.10 0.03 -0.12
H 1.4448 -0.9359 1.4611 -0.18 0.04 -0.05
H 0.9538 -0.8576 -0.8480 -0.22 0.07 0.18

***

2.
45
Properties=species:S:1:pos:R:3:forces:R:3 method="wB97M-V/def2-TZVPD" homo_lumo_gap_ev=8.887 max_force_ha_per_bohr=0.0145 relative_energy_ev=0.000 smiles="O=C(COC(=O)CCSc1ccc(Cl)cc1)NCCc1ccccc1" e_tot_ev=-51019.3967
O -0.5227 1.4160 -3.6891 -0.07 0.17 -0.43
C -0.1267 0.5709 -2.9165 0.42 -0.48 0.18
C 0.8723 -0.4951 -3.3883 0.03 0.53 -0.53
O 1.2856 -1.3993 -2.3720 -0.37 -0.28 -0.06
C 2.4368 -1.1406 -1.7467 0.27 -0.19 0.33
O 3.1432 -0.1975 -1.9865 0.02 0.05 -0.02
C 2.7217 -2.1705 -0.6755 -0.01 0.16 0.01
C 2.7200 -1.5147 0.7031 -0.39 0.08 0.13
S 1.0319 -1.0007 1.2096 0.18 -0.03 -0.10
C 1.1187 0.7668 1.3488 0.10 -0.25 0.04
C 1.8743 1.5725 0.5079 -0.06 0.04 0.11
C 1.8368 2.9472 0.6587 -0.05 0.12 0.07
C 1.0345 3.5140 1.6361 -0.03 -0.26 -0.02
Cl 0.9841 5.2313 1.8134 -0.01 0.22 0.03
C 0.2685 2.7151 2.4730 0.02 0.17 -0.08
C 0.3166 1.3430 2.3291 0.13 -0.07 -0.12
N -0.4883 0.4852 -1.6277 -0.08 -0.17 0.38
C -1.4945 1.3449 -1.0515 -0.22 0.21 -0.14
C -2.7998 0.5786 -0.7867 0.26 0.12 0.02
C -2.5730 -0.5258 0.2058 -0.15 0.03 -0.15
C -2.2291 -1.8029 -0.2198 -0.08 -0.02 0.00
C -1.9769 -2.8080 0.6969 0.00 -0.11 0.02
C -2.0659 -2.5488 2.0531 -0.01 -0.11 0.04
C -2.4086 -1.2799 2.4871 0.00 0.00 0.11
C -2.6569 -0.2753 1.5693 0.01 -0.03 0.00
H 0.3975 -1.0903 -4.1719 0.04 0.08 0.14
H 1.7427 0.0229 -3.8056 -0.23 -0.08 0.06
H 3.7120 -2.5912 -0.8632 -0.03 -0.01 -0.07
H 1.9727 -2.9607 -0.7223 0.09 -0.02 -0.01
H 3.3660 -0.6399 0.7281 0.08 -0.05 0.03
H 3.0464 -2.2310 1.4568 0.11 0.07 -0.05
H 2.4893 1.1554 -0.2732 0.03 -0.07 -0.07
H 2.4231 3.5745 0.0066 0.04 0.11 -0.05
H -0.3518 3.1642 3.2323 -0.05 0.08 0.07
H -0.2697 0.7034 2.9697 -0.04 -0.03 0.13
H -0.1872 -0.3008 -1.0671 0.15 0.00 -0.10
H -1.1121 1.7644 -0.1162 -0.03 0.04 -0.06
H -1.6686 2.1504 -1.7678 0.03 -0.03 0.15
H -3.5391 1.2837 -0.4046 -0.06 -0.01 -0.02
H -3.1642 0.1706 -1.7310 -0.05 0.04 0.00
H -2.1671 -2.0136 -1.2786 -0.01 0.00 -0.11
H -1.7120 -3.7966 0.3515 0.02 -0.09 -0.03
H -1.8704 -3.3326 2.7695 0.02 -0.07 0.07
H -2.4848 -1.0741 3.5452 -0.01 0.02 0.09
H -2.9251 0.7148 1.9105 -0.04 0.12 0.04

***

3.
140
Properties=species:S:1:pos:R:3:forces:R:3 method="wB97M-V/def2-TZVPD" homo_lumo_gap_ev=9.312 charge=+1 max_force_ha_per_bohr=0.1302 e_tot_ev=-121097.6440
C -5.3808 2.2108 -2.6809 0.13 0.04 0.29
C -4.1774 2.1626 -3.6263 -1.74 0.02 0.13
O -3.0869 1.4791 -2.9625 0.77 0.40 0.17
P -1.6172 1.9604 -3.3890 0.51 0.63 -1.77
O -1.5766 2.5787 -4.7172 -0.17 -0.25 -0.25
C -0.5799 0.4630 -3.2797 0.63 0.89 1.87
C 0.0668 0.4521 -1.8211 -1.63 0.16 -1.50
C 0.6160 -0.9386 -1.5215 0.57 0.80 -0.57
N 0.2414 -1.7025 -0.2501 1.02 0.36 -0.96
C 0.6597 -3.1042 -0.6896 -0.60 -1.04 0.19
C 0.8994 -4.2457 0.3117 0.59 -0.41 -0.45
C 0.5353 -5.5909 -0.3580 0.28 -0.12 0.29
F 1.6245 -6.4491 -0.2460 -0.02 0.08 0.01
C 1.0270 -1.2404 0.9679 0.42 -1.37 1.20
C 2.5034 -1.6707 1.0847 0.25 0.42 0.77
C 2.8875 -2.6319 2.2088 0.73 -0.69 0.06
C 2.0665 -3.1804 3.1837 -0.50 0.28 -0.18
C 2.5336 -4.0160 4.1928 -0.01 0.00 0.14
C 3.8820 -4.3330 4.2704 -0.37 0.50 -0.55
C 4.7171 -3.7875 3.2952 0.22 -0.35 0.57
C 4.2634 -2.9549 2.2811 0.01 0.10 -0.24
C 5.2827 -2.3894 1.3070 -0.19 -0.21 0.37
C 0.7962 0.2170 1.4178 -1.38 0.47 -0.17
C 1.6233 1.3864 0.8023 0.95 1.22 0.39
Cl 2.9419 1.0033 -0.3858 -0.26 -0.27 -0.03
C 2.3098 2.4078 1.7611 1.18 0.18 -0.75
C 3.7500 2.0396 2.2245 -0.77 0.44 0.94
C 0.7843 0.2796 2.9858 -0.74 -1.04 0.38
F 1.9778 0.1314 3.5446 0.08 0.49 0.01
F 0.1434 1.3612 3.4191 0.82 0.43 -0.03
F 0.0176 -0.7328 3.4937 0.17 -0.20 -0.41
O -0.5580 0.6259 1.1443 0.36 -0.16 -1.00
C -1.5439 -0.3657 0.9929 -0.31 -0.08 0.21
C -1.2301 -1.6180 0.0964 -2.23 -0.22 0.34
C -2.1579 -1.5778 -1.1480 0.34 0.82 -0.26
C -1.8506 -2.7795 0.9298 0.25 -0.76 0.12
C -2.2987 -4.0841 0.2256 0.03 -0.32 0.39
O -1.0284 3.0264 -2.3210 -1.01 -1.14 0.24
C -2.0060 3.8164 -1.6183 0.28 0.55 1.32
C -2.5832 3.1249 -0.3711 -0.27 0.68 -0.23
H -5.3785 1.3640 -1.9885 -0.01 -0.03 -0.21
H -5.4022 3.1133 -2.0633 0.05 -0.04 -0.10
H -6.3171 2.1680 -3.2403 0.09 0.07 0.04
H -4.4973 1.6158 -4.5158 0.57 -0.22 0.05
H -3.9310 3.1694 -3.9609 0.43 -0.15 0.09
H 0.2483 0.6008 -3.9743 -0.38 -0.26 -0.40
H -1.1744 -0.4327 -3.4444 0.03 0.14 -0.36
H 0.7796 1.2697 -1.8894 0.38 -0.41 0.58
H -0.7525 0.8144 -1.2036 0.45 -0.36 0.62
H 0.3894 -1.5637 -2.3863 -0.41 -0.21 0.39
H 1.7078 -0.9043 -1.5365 -0.12 0.01 0.37
H 1.5435 -3.0516 -1.3243 0.03 0.46 0.25
H -0.1291 -3.4231 -1.3736 -0.10 0.30 0.14
H 1.9789 -4.3548 0.4500 -0.12 0.24 0.24
H 0.4816 -4.1517 1.3094 -0.22 0.10 -0.19
H 0.3487 -5.4858 -1.4313 -0.16 0.04 0.10
H -0.2940 -6.0977 0.1333 -0.06 0.10 -0.16
H 0.5544 -1.8800 1.7191 -0.21 0.46 0.03
H 2.9718 -2.0037 0.1589 -0.26 0.16 -0.11
H 3.0593 -0.7827 1.4007 0.00 0.04 -0.57
H 1.0055 -2.9386 3.1932 0.10 -0.09 0.08
H 1.8209 -4.3839 4.9226 0.12 -0.04 -0.02
H 4.2743 -4.9564 5.0636 -0.02 0.01 -0.09
H 5.7769 -4.0146 3.3757 -0.06 0.10 -0.24
H 5.5366 -1.3586 1.5799 -0.03 -0.04 -0.23
H 6.2035 -2.9711 1.3608 -0.03 0.12 -0.02
H 4.9275 -2.4219 0.2742 0.11 0.11 0.04
H 0.9639 2.0057 0.1981 -0.43 -0.53 0.14
H 1.6902 2.7909 2.5681 -0.19 -0.46 -0.02
H 2.4889 3.2750 1.1153 -0.37 -0.01 0.06
H 3.9037 2.5392 3.1871 0.10 -0.11 -0.08
H 3.8829 0.9754 2.4150 0.21 0.07 -0.23
H 4.4947 2.4530 1.5491 0.01 -0.40 -0.11
H -1.9064 -0.6611 1.9835 0.38 -0.26 -0.08
H -2.4173 0.0993 0.5242 0.30 0.33 0.04
H -2.3029 -0.5600 -1.5166 0.30 -0.15 -0.16
H -3.1719 -1.8697 -0.8709 0.23 -0.30 0.12
H -1.8171 -2.2139 -1.9660 -0.13 -0.01 0.06
H -2.7756 -2.3680 1.3401 0.22 0.28 -0.07
H -1.2670 -3.0448 1.8186 0.13 0.26 -0.14
H -1.9957 -4.2204 -0.8120 0.09 0.10 0.09
H -1.9281 -4.9305 0.8075 0.01 0.01 -0.20
H -3.3852 -4.1940 0.2502 0.09 0.20 -0.11
H -2.8016 4.2101 -2.2555 0.15 -0.29 -0.25
H -1.4633 4.6901 -1.2498 0.16 -0.09 -0.34
H -2.7952 3.9193 0.3535 -0.03 -0.14 -0.01
H -1.8607 2.4608 0.1069 -0.07 -0.08 -0.18
H -3.5397 2.6488 -0.5883 0.25 -0.36 0.10
O 8.5134 -0.8218 0.9593 1.76 -2.76 0.99
P 9.6334 -0.7197 -0.0167 -1.65 5.11 -3.50
O 10.3587 0.6930 0.3622 0.04 -0.78 0.09
C 11.1381 0.7562 1.5645 0.18 0.03 0.30
C 12.4041 -0.0775 1.4869 -0.07 -0.15 -0.11
O 8.7758 -0.3361 -1.3639 0.40 -0.35 0.06
C 7.3560 -0.3650 -1.3785 -0.33 0.20 0.10
C 6.7706 0.9723 -0.9638 0.08 0.21 -0.13
O 10.8489 -1.3325 -0.8839 -0.49 -1.41 2.22
C 11.1261 -1.0030 -2.2601 0.12 -0.14 -0.90
C 11.3637 0.4620 -2.5490 -0.07 0.29 0.37
H 10.5235 0.4415 2.4127 -0.04 0.03 -0.04
H 11.3960 1.8039 1.7126 -0.12 0.03 -0.13
H 12.1741 -1.1428 1.4080 0.03 0.02 0.05
H 13.0130 0.0684 2.3795 -0.04 0.05 0.01
H 12.9915 0.1908 0.6090 0.02 0.05 0.03
H 6.9794 -1.1750 -0.7543 0.10 0.06 0.13
H 7.0479 -0.5944 -2.4014 0.21 0.02 -0.06
H 7.2422 1.3686 -0.0649 0.00 -0.23 0.11
H 5.6991 0.8808 -0.7831 -0.04 0.01 -0.01
H 6.9280 1.7131 -1.7501 -0.05 -0.02 -0.01
H 10.3396 -1.4070 -2.8949 -0.16 0.07 0.16
H 12.0330 -1.5553 -2.5094 -0.01 -0.11 0.33
H 10.4994 1.0812 -2.3225 -0.07 -0.09 0.00
H 11.5880 0.5899 -3.6090 0.09 -0.15 0.01
H 12.1973 0.8469 -1.9610 0.07 -0.04 -0.08
O -8.6426 1.8935 -1.2154 2.14 -1.40 2.43
P -9.5013 2.1691 -0.0305 -5.18 3.26 -2.72
O -10.8518 1.2909 -0.3140 0.71 -0.07 0.44
C -10.7789 -0.1322 -0.1797 0.01 -0.30 0.01
C -10.5798 -0.5766 1.2587 0.12 0.12 0.05
O -9.9990 3.6828 -0.4034 0.24 -0.18 0.51
C -9.4551 4.4180 -1.4977 0.00 0.06 -0.42
C -10.2219 4.1555 -2.7796 -0.24 0.02 -0.01
O -9.7507 2.3980 1.5496 2.21 -1.50 -0.46
C -10.6340 3.3945 2.1050 -0.26 0.74 0.48
C -12.0767 3.3149 1.6602 -0.09 -0.33 -0.34
H -9.9746 -0.5164 -0.8143 -0.03 0.04 -0.04
H -11.7193 -0.5290 -0.5599 -0.02 0.15 -0.06
H -9.6105 -0.2509 1.6445 -0.01 -0.05 0.00
H -10.6219 -1.6640 1.3323 -0.03 0.01 -0.06
H -11.3442 -0.1475 1.9060 -0.04 -0.04 -0.01
H -8.3936 4.2048 -1.6187 -0.04 -0.19 0.02
H -9.5297 5.4761 -1.2398 -0.11 -0.06 0.18
H -10.3928 3.0920 -2.9436 0.22 -0.05 0.05
H -9.6863 4.5610 -3.6393 -0.01 0.02 0.02
H -11.2050 4.6273 -2.7334 0.03 0.03 -0.02
H -10.2209 4.3852 1.9249 0.06 -0.07 -0.23
H -10.5968 3.2400 3.1844 0.22 -0.26 -0.07
H -12.1953 3.4584 0.5894 0.11 0.05 -0.01
H -12.6528 4.0951 2.1598 0.10 -0.03 0.14
H -12.5088 2.3437 1.9038 -0.02 0.04 0.10

***

Number 1: HOMO -8.630 eV. Number 2: HOMO -8.444 eV. Number 3: HOMO -11.345 eV.